[1]
The following is a DFT calculation (ωB97M-V with the def2-TZVPD basis set) of a cluster of 3 separate species, C4H12N2O2 in total.

Computed properties:
ΔE to the lowest compared entry with this formula, charge and spin: 166.8 kcal/mol
multiplicity: 1
HOMO-LUMO gap: 8.34 eV
charge: 0

Cartesian coordinates (Å):
C -0.12 -1.71 -0.54
C -0.48 -2.10 0.86
O -1.04 0.36 -0.69
O -2.40 0.34 -0.21
H -2.89 0.69 -0.97
H -0.96 -1.69 -1.22
H 0.71 -2.27 -0.95
H -0.91 -3.12 0.84
H 0.39 -2.14 1.50
H -1.24 -1.43 1.27
C 0.99 2.22 -0.66
C 0.82 0.90 0.06
N 0.67 1.00 1.42
N 1.26 -0.24 -0.45
H 0.71 0.12 1.91
H -0.10 1.57 1.75
H 1.49 -0.13 -1.43
H 2.01 2.58 -0.51
H 0.30 2.96 -0.27
H 0.79 2.09 -1.72

=====

[2]
The following is a DFT calculation (ωB97M-V with the def2-TZVPD basis set) of a cluster of 2 separate species, C3H10N2O in total.

Computed properties:
SMILES: [H]/N=C\N.CCO
ΔE to the lowest compared entry with this formula, charge and spin: 58.6 kcal/mol
multiplicity: 1
HOMO-LUMO gap: 10.06 eV
charge: 0

Cartesian coordinates (Å):
H -1.12 -1.03 0.38
N -0.83 -1.17 -0.60
C -1.92 -0.72 -1.16
N -3.15 -1.32 -0.96
H -1.92 0.01 -1.97
H -3.26 -1.94 -0.16
H -3.86 -0.59 -0.89
C 2.11 0.05 1.06
C 1.72 1.47 0.61
O 1.66 1.57 -0.81
H 1.65 -0.15 2.03
H 3.17 -0.13 1.10
H 1.75 -0.67 0.32
H 0.66 1.54 0.94
H 2.24 2.26 1.15
H 1.09 0.82 -1.02

=====

[3]
The following is a DFT calculation (ωB97M-V with the def2-TZVPD basis set) of a cluster of 2 separate species, C4H12N2O in total.

Computed properties:
ΔE to the lowest compared entry with this formula, charge and spin: 125.3 kcal/mol
multiplicity: 1
HOMO-LUMO gap (alpha / beta): 6.99 / 6.99 eV
charge: 0

Cartesian coordinates (Å):
C 0.92 -0.57 -1.59
C 0.85 1.39 -0.19
N 0.46 -0.01 -0.32
N 0.99 -1.47 0.85
H 0.30 -1.81 1.52
H 1.57 -0.82 1.38
H 2.00 -0.48 -1.67
H 0.45 -0.02 -2.41
H 0.64 -1.62 -1.64
H 1.93 1.49 -0.31
H 0.58 1.76 0.80
H 0.35 1.99 -0.95
C -1.66 0.32 1.21
C -1.21 -0.27 -0.14
O -1.80 0.14 -1.17
H -1.01 -1.38 0.04
H -0.96 0.09 2.02
H -1.77 1.40 1.13
H -2.63 -0.12 1.45

=====

[4]
The following is a DFT calculation (ωB97M-V with the def2-TZVPD basis set) of a structure of composition C25H15Cl4F5N5O2PtS2.

Computed properties:
ΔE to the lowest compared entry with this formula, charge and spin: 0.0 kcal/mol
multiplicity: 1
HOMO-LUMO gap: 5.10 eV
charge: -1

Cartesian coordinates (Å):
Pt 0.48 -0.31 -0.36
Cl -6.27 -0.81 -2.14
C -4.78 -1.03 -1.31
C -4.65 -2.07 -0.37
Cl -5.99 -3.11 -0.07
C -3.45 -2.25 0.30
Cl -3.26 -3.51 1.47
C -2.33 -1.42 0.06
O -1.20 -1.57 0.65
C -2.47 -0.34 -0.88
O -1.47 0.45 -1.07
C -3.70 -0.19 -1.55
Cl -3.82 1.09 -2.71
S 1.21 1.58 -1.71
C 1.04 1.03 -3.34
C 1.31 1.93 -4.36
C 1.26 1.56 -5.69
C 1.56 2.52 -6.71
N 1.81 3.30 -7.51
C 0.91 0.24 -6.03
C 0.62 -0.66 -5.01
C 0.68 -0.29 -3.67
S 0.38 -1.53 -2.50
C 0.90 -0.19 -7.39
N 0.91 -0.54 -8.49
H 1.58 2.95 -4.10
H 0.34 -1.67 -5.26
C -0.98 -0.21 4.55
N 0.01 0.16 3.54
C 0.86 -0.95 3.13
C -0.26 1.13 2.63
N 0.15 1.08 1.41
N -1.00 2.20 3.11
C -0.57 2.89 4.32
C -1.70 3.03 2.15
H -1.46 -1.15 4.28
H -1.74 0.56 4.63
H -0.50 -0.34 5.52
H 1.14 -1.52 4.01
H 1.76 -0.56 2.66
H 0.35 -1.60 2.41
H 0.00 1.94 0.90
H 0.12 2.26 4.88
H -1.42 3.13 4.95
H -0.05 3.82 4.06
H -1.08 3.84 1.75
H -2.57 3.48 2.65
H -2.07 2.41 1.33
F 3.47 0.85 0.27
C 3.41 -0.47 0.53
C 2.24 -1.17 0.27
C 2.26 -2.51 0.64
F 1.18 -3.27 0.41
C 3.34 -3.11 1.25
F 3.28 -4.39 1.64
C 4.49 -2.38 1.47
F 5.55 -2.94 2.07
C 4.53 -1.05 1.08
F 5.65 -0.34 1.26

=====

[5]
The following is a DFT calculation (ωB97M-V with the def2-TZVPD basis set) of a cluster of 2 separate species, C4H7N2 in total.

Computed properties:
ΔE to the lowest compared entry with this formula, charge and spin: 240.9 kcal/mol
multiplicity: 1
HOMO-LUMO gap (alpha / beta): 9.37 / 8.78 eV
charge: +1

Cartesian coordinates (Å):
C 0.55 0.29 -1.22
C 0.95 1.12 -0.08
C -0.46 -0.97 0.55
C -0.51 -0.70 -0.97
N 0.59 -0.75 -1.95
N 0.40 0.26 1.06
H 2.12 1.32 -0.02
H 0.38 2.03 -0.18
H -1.51 -1.03 0.98
H 0.06 -1.84 0.65
H -3.27 -0.21 -2.05
H 1.19 -0.01 1.57
H -0.49 0.50 1.66

=====

[6]
The following is a DFT calculation (ωB97M-V with the def2-TZVPD basis set) of a structure of composition C4H9NO.

Computed properties:
ΔE to the lowest compared entry with this formula, charge and spin: 109.3 kcal/mol
multiplicity: 1
HOMO-LUMO gap: 8.96 eV
charge: 0

Cartesian coordinates (Å):
C 1.78 0.72 0.10
C 1.13 -0.63 0.13
O 1.30 -1.47 -0.85
H 0.94 -1.02 1.14
H 1.73 1.16 -0.90
H 1.34 1.40 0.84
H 2.83 0.57 0.35
C -1.91 0.10 0.74
C -0.98 -0.17 -0.39
N -1.20 0.14 -1.59
H -0.44 -0.15 -2.20
H -0.08 -1.16 -0.47
H -1.45 0.78 1.46
H -2.84 0.55 0.37
H -2.15 -0.82 1.27

=====

[7]
The following is a DFT calculation (ωB97M-V with the def2-TZVPD basis set) of a cluster of 2 separate species, C4H9N2OS in total.

Computed properties:
ΔE to the lowest compared entry with this formula, charge and spin: 91.1 kcal/mol
multiplicity: 1
HOMO-LUMO gap: 9.38 eV
charge: +1

Cartesian coordinates (Å):
C -1.46 -0.06 0.03
C 0.79 0.12 -0.43
C -2.90 0.28 0.22
C 3.10 0.17 0.32
N -1.15 -1.30 0.25
N -0.48 0.71 -0.41
O 1.71 0.43 0.49
S 0.33 -1.80 -0.39
H 1.32 0.25 -1.83
H -2.96 0.36 1.36
H -3.64 -0.58 -0.16
H -2.94 1.30 -0.28
H 3.37 0.61 -0.68
H 3.36 -0.89 0.31
H 3.79 0.64 0.96
H -1.78 -2.00 0.44
H -0.45 1.75 -0.20

=====

[8]
The following is a DFT calculation (ωB97M-V with the def2-TZVPD basis set) of a structure of composition C30H32N4NdO4Se2.

Computed properties:
ΔE to the lowest compared entry with this formula, charge and spin: 42.8 kcal/mol
multiplicity: 4
HOMO-LUMO gap (alpha / beta): 5.28 / 5.29 eV
charge: -1

Cartesian coordinates (Å):
Nd -10.55 -10.45 8.77
O -9.75 -8.47 7.83
C -10.15 -7.47 7.10
C -9.34 -6.68 6.24
C -9.95 -5.82 5.30
C -11.33 -5.57 5.32
C -12.13 -6.15 6.27
C -11.55 -7.02 7.19
C -12.49 -7.65 8.08
N -12.31 -8.63 8.91
C -13.48 -8.84 9.77
C -13.13 -9.66 11.00
N -12.27 -10.82 10.71
C -12.71 -12.03 10.95
C -13.10 -12.98 9.96
C -13.69 -14.21 10.36
C -14.18 -15.05 9.41
C -14.26 -14.68 8.07
C -13.68 -13.53 7.60
C -13.04 -12.71 8.52
O -12.21 -11.80 8.09
H -8.28 -6.85 6.14
H -9.34 -5.41 4.47
H -11.70 -4.90 4.52
H -13.21 -6.04 6.27
H -13.47 -7.11 8.12
H -14.29 -9.30 9.17
H -13.96 -7.91 10.17
H -14.06 -9.88 11.55
H -12.56 -9.01 11.69
H -12.72 -12.33 12.01
H -13.89 -14.50 11.40
H -14.55 -16.06 9.74
H -14.74 -15.34 7.35
H -13.69 -13.28 6.50
N -8.00 -10.51 7.95
C -7.75 -10.86 6.55
C -6.43 -11.05 6.06
C -6.24 -11.26 4.67
C -7.29 -11.36 3.82
C -8.62 -11.30 4.25
C -9.77 -11.67 3.50
C -11.01 -11.80 4.12
C -11.09 -11.52 5.48
N -10.05 -11.24 6.28
C -8.85 -11.09 5.67
H -7.34 -11.11 8.49
H -7.76 -9.51 8.11
H -5.56 -10.98 6.68
H -5.21 -11.36 4.32
H -7.04 -11.44 2.76
H -9.64 -11.85 2.43
H -11.92 -12.03 3.57
H -12.06 -11.46 5.99
O -9.22 -13.62 13.85
C -8.19 -14.20 13.06
C -7.88 -13.50 11.67
C -6.66 -14.28 11.15
O -5.89 -13.68 10.11
C -9.13 -13.70 10.76
Se -8.98 -13.41 8.82
C -7.55 -12.03 11.94
Se -8.94 -10.55 12.12
H -9.40 -12.70 13.55
H -8.44 -15.25 12.81
H -7.21 -14.12 13.66
H -6.96 -15.32 10.85
H -5.94 -14.49 11.99
H -6.27 -13.98 9.25
H -9.84 -12.90 11.10
H -9.46 -14.73 10.76
H -7.05 -11.61 11.08
H -6.93 -11.96 12.87

=====

[9]
The following is a DFT calculation (ωB97M-V with the def2-TZVPD basis set) of a structure of composition C35H33Cl2N6O5S2Ti.

Computed properties:
ΔE to the lowest compared entry with this formula, charge and spin: 36.5 kcal/mol
multiplicity: 3
HOMO-LUMO gap (alpha / beta): 3.31 / 6.39 eV
charge: -1

Cartesian coordinates (Å):
Ti 0.24 -0.50 0.14
C 1.93 -2.97 -0.87
N 0.53 -2.52 -1.03
C -0.36 -3.56 -0.49
C 0.26 -2.23 -2.43
C 0.32 -3.23 -3.39
C 0.12 -2.95 -4.73
C -0.13 -1.64 -5.11
C -0.20 -0.63 -4.16
C -0.02 -0.90 -2.79
N -0.15 0.06 -1.80
C -0.12 1.42 -2.18
C 1.08 1.99 -2.60
C 1.20 3.36 -2.82
C 0.11 4.18 -2.60
C -1.10 3.63 -2.21
C -1.24 2.26 -1.99
N -2.45 1.69 -1.55
C -3.36 2.56 -0.85
C -3.12 0.90 -2.57
H 2.09 -3.90 -1.42
H 2.15 -3.13 0.18
H 2.61 -2.21 -1.25
H -0.13 -4.54 -0.92
H -1.40 -3.30 -0.71
H -0.22 -3.62 0.59
H 0.54 -4.24 -3.08
H 0.18 -3.74 -5.47
H -0.28 -1.39 -6.15
H -0.41 0.39 -4.47
H 1.94 1.34 -2.72
H 2.15 3.77 -3.12
H 0.19 5.25 -2.75
H -1.95 4.28 -2.05
H -4.11 1.94 -0.35
H -2.83 3.13 -0.09
H -3.90 3.27 -1.51
H -3.47 1.53 -3.41
H -3.99 0.40 -2.13
H -2.45 0.14 -2.97
Cl -1.34 -2.31 4.52
C -1.35 -0.66 4.01
C -1.76 0.33 4.92
C -1.67 1.65 4.60
Cl -2.18 2.85 5.75
C -1.13 2.05 3.35
C -0.88 3.39 2.97
C -0.29 3.65 1.76
C 0.01 2.58 0.90
N -0.26 1.33 1.21
C -0.78 1.05 2.44
C -0.87 -0.35 2.75
O -0.49 -1.23 1.86
H -2.13 0.02 5.89
H -1.14 4.19 3.65
H -0.05 4.65 1.45
H 0.47 2.76 -0.06
S -3.11 -1.15 -0.11
C -3.86 -1.82 1.19
N -3.70 -3.05 1.68
C -4.37 -3.40 2.92
C -5.57 -2.45 3.02
S -5.07 -0.95 2.13
H -2.89 -3.57 1.35
H -3.70 -3.27 3.76
H -4.71 -4.44 2.88
H -5.79 -2.21 4.06
H -6.45 -2.87 2.56
O 2.56 0.65 2.39
C 2.64 -0.35 1.71
O 2.10 -0.39 0.47
C 3.29 -1.63 2.11
C 4.64 -1.88 1.83
C 5.20 -3.11 2.09
C 4.42 -4.14 2.66
C 3.07 -3.88 2.96
C 2.52 -2.65 2.68
N 4.97 -5.38 2.91
O 4.22 -6.29 3.40
O 6.19 -5.59 2.61
H 5.24 -1.10 1.38
H 6.24 -3.32 1.88
H 2.49 -4.67 3.41
H 1.47 -2.46 2.91

=====

Question: What is the formula in the ninth record?
Answer: C35H33Cl2N6O5S2Ti

=====

Question: Which value of ΔE to the lowest compared entry with this formula, charge and spin does entry 6 give?
Answer: 109.3 kcal/mol

=====

Question: multiplicity of number 8 (C30H32N4NdO4Se2)?
Answer: 4

=====

Question: Look up the charge of the first one.
Answer: 0